23
Properties=species:S:1:pos:R:3:forces:R:3:lowdin_charge:R:1 method="wB97M-V/def2-TZVPD" molar_mass_g_mol=122.211 smiles=Cc1ccccc1.CC spin_multiplicity=1 total_energy_ev=-9559.5023 orbital_gap_ev=10.14 lumo_ev=1.0
C 0.645006 -2.254879 0.363394 0.0 -0.5 0.2 -0.055
C 0.804092 -0.756710 0.261665 1.8 -0.6 0.0 -0.285
C 1.378456 -0.112839 -0.841304 -1.3 0.9 0.0 -0.041
C 1.465605 1.289258 -0.832433 0.7 -1.6 0.2 -0.095
C 1.147918 2.014801 0.306942 0.5 0.6 -0.8 -0.104
C 0.831655 1.354372 1.480263 -1.2 -0.3 -0.1 -0.082
C 0.628157 -0.015269 1.419585 0.0 -0.2 0.1 -0.079
H -0.339848 -2.513173 -0.025616 0.1 -0.4 0.0 0.059
H 0.743200 -2.620170 1.389146 -0.6 0.5 0.2 0.074
H 1.411084 -2.910932 -0.066144 -0.1 0.7 -0.9 0.081
H 1.588115 -0.608111 -1.780771 0.2 -0.4 0.2 0.108
H 1.974993 1.720327 -1.684788 -0.5 0.5 -0.1 0.099
H 1.209846 3.084279 0.133988 0.0 0.1 0.9 0.100
H 0.537350 1.810483 2.417345 0.4 0.5 -0.2 0.103
H 0.336369 -0.559463 2.308987 -0.1 0.1 0.1 0.109
C -2.656524 -0.898955 -1.397969 0.2 -1.0 -1.0 -0.172
C -2.785996 0.159009 -0.324809 0.6 -0.2 0.5 -0.158
H -3.472283 -1.602781 -1.605434 -0.4 0.4 0.6 0.064
H -2.453403 -0.489723 -2.390196 0.1 0.3 0.1 0.063
H -1.828046 -1.582276 -1.199616 0.2 0.3 0.1 0.033
H -2.086017 0.963114 -0.562765 -0.4 0.3 0.0 0.063
H -2.415475 -0.208053 0.637760 -0.2 -0.2 0.0 0.056
H -3.790884 0.522721 -0.139966 -0.1 0.2 -0.3 0.060

37
Properties=species:S:1:pos:R:3:forces:R:3:mulliken_spin:R:1 method="wB97M-V/def2-TZVPD" molar_mass_g_mol=384.370 spin_multiplicity=5 total_energy_ev=-75307.9702 orbital_gap_ev="9.85 / 9.12" lumo_ev="0.4 / -0.1"
H -1.196698 -1.236716 2.936896 0.1 -0.1 -0.1 -0.003
N -1.146437 -0.916582 0.850853 -2.5 -1.2 0.7 0.046
B -1.649732 -0.895643 -1.634847 0.7 0.4 1.1 -0.054
N -1.970610 -1.349383 -0.194427 0.7 0.0 1.2 0.000
C -2.852688 -2.254220 0.267548 0.5 0.5 0.4 0.009
Fe 0.522756 0.183573 0.528858 -0.2 0.6 2.1 3.735
H -3.525078 -2.744867 -0.430621 0.1 0.1 0.3 0.001
C -2.665829 -2.372210 1.642297 -0.1 0.1 0.0 0.004
H -3.202179 -3.020675 2.309499 -0.1 0.0 0.1 0.001
C -1.624162 -1.490800 1.977629 0.0 -0.2 -1.7 0.013
H -2.424372 -1.291347 -2.456352 0.1 0.0 0.0 0.000
C 3.669162 1.589479 1.208742 -0.2 -0.4 -0.1 0.008
H 4.219199 1.856639 2.123571 -0.3 -0.1 -0.3 0.002
H 3.191666 2.487746 0.790029 0.3 -0.3 0.1 -0.001
H 4.358769 1.136590 0.482593 -0.2 0.3 0.2 0.000
N -0.194318 -1.382008 -1.828442 1.7 0.2 0.4 0.039
N -1.503545 0.636345 -1.594955 1.1 1.3 0.6 0.021
N 0.814428 -0.980999 -0.942121 0.8 -2.3 -2.7 0.013
N -0.656315 1.202379 -0.640432 -2.0 2.3 -1.5 0.013
C 0.332142 -2.163974 -2.768049 0.3 0.0 0.3 0.028
C -1.925566 1.597901 -2.433640 0.3 0.0 0.7 0.017
H -0.316469 -2.562416 -3.553009 0.4 0.1 0.4 0.002
H -2.536564 1.332966 -3.287004 0.0 0.2 0.2 0.002
C 1.693959 -2.324655 -2.506258 0.1 0.2 0.3 0.011
C -1.440568 2.820766 -1.978052 0.0 0.3 0.1 0.005
C 1.961152 -1.574314 -1.350627 -1.5 0.0 -0.6 0.013
C -0.683503 2.547226 -0.829325 -0.4 -1.8 -1.0 0.026
H 2.392929 -2.893517 -3.075654 0.2 -0.2 -0.2 0.001
H -1.593614 3.788472 -2.422586 -0.1 0.0 0.0 0.000
H 2.871282 -1.406947 -0.775440 -0.2 -0.1 -0.4 0.002
H -0.158246 3.191015 -0.136672 0.0 0.0 -0.2 -0.003
H 2.864709 0.867848 1.471273 0.9 0.5 -0.1 0.008
O 2.177745 1.474582 4.279731 -0.8 -0.1 -0.5 0.005
Cl 0.865911 1.547548 3.697276 0.0 0.1 0.1 0.003
O -0.096546 0.783008 4.449790 0.5 0.5 -0.6 0.002
O 0.458353 2.917269 3.506981 0.1 -1.1 -0.1 0.004
O 0.968876 0.899925 2.314950 -0.3 0.3 0.8 0.028